No. 1
The following is a DFT calculation (ωB97M-V/def2-TZVPD) of a molecular structure, C33H41AsN4O2PRe.

multiplicity	2
E_HOMO (spin up / spin down)	-16.60 / -16.57	eV
expectation value of S²	0.76
Kohn-Sham gap (spin up / spin down)	7.39 / 7.00	eV
charge	+3

```
83
Properties=species:S:1:pos:R:3:lowdin_spin:R:1
Re 0.281 -0.431 0.669 0.8391
C 2.483 -2.819 0.952 0.0002
C 1.346 -3.449 0.224 0.0002
N 0.097 -2.717 0.534 -0.0002
C -0.604 -3.246 1.747 0.0027
C -0.579 -2.304 2.910 0.0011
C -1.144 -2.623 4.129 0.0007
C -1.062 -1.699 5.160 0.0032
C -0.367 -0.512 4.960 0.0008
C 0.177 -0.266 3.718 0.0073
C 0.982 0.962 3.385 0.0002
N 1.799 0.682 2.194 0.0035
C 2.994 -0.096 2.523 0.0014
C 3.550 -0.629 1.244 0.0001
N 2.514 -1.410 0.545 -0.0070
N 0.031 -1.136 2.706 0.0154
H 3.410 -3.339 0.696 -0.0003
H 2.356 -2.879 2.035 -0.0001
H 1.252 -4.505 0.480 -0.0004
H 1.526 -3.374 -0.848 0.0002
H -0.530 -2.870 -0.254 0.0034
H -0.137 -4.183 2.058 0.0003
H -1.640 -3.480 1.496 0.0000
H -1.642 -3.574 4.269 0.0000
H -1.521 -1.911 6.117 0.0001
H -0.248 0.204 5.764 0.0002
H 1.588 1.254 4.246 -0.0004
H 0.316 1.785 3.149 -0.0001
H 2.054 1.556 1.741 0.0005
H 2.705 -0.908 3.192 0.0001
H 3.744 0.509 3.038 0.0002
H 4.434 -1.238 1.447 -0.0003
H 3.854 0.193 0.594 0.0000
H 2.706 -1.375 -0.456 0.0009
O -2.486 -0.543 1.342 0.0078
C -1.813 -0.634 0.336 -0.0006
C -2.333 -0.750 -1.042 0.0005
C -3.646 -1.169 -1.271 0.0004
C -4.106 -1.298 -2.571 0.0001
C -3.268 -0.991 -3.640 0.0013
C -1.966 -0.558 -3.418 -0.0006
C -1.491 -0.437 -2.117 0.0003
P 0.213 0.069 -1.720 0.0242
C 1.186 -0.744 -3.011 -0.0017
C 1.058 -2.129 -3.161 -0.0008
C 1.643 -2.771 -4.237 0.0003
C 2.358 -2.033 -5.176 -0.0010
C 2.510 -0.665 -5.017 0.0002
C 1.928 -0.013 -3.935 -0.0011
C 0.394 1.846 -1.990 0.0115
C 1.542 2.455 -1.480 0.0008
C 1.760 3.808 -1.685 0.0001
C 0.810 4.564 -2.365 0.0004
C -0.339 3.963 -2.859 0.0011
C -0.546 2.599 -2.685 0.0022
H -4.286 -1.397 -0.428 0.0001
H -5.114 -1.644 -2.756 0.0000
H -3.626 -1.105 -4.655 0.0001
H -1.319 -0.324 -4.255 0.0000
H 0.467 -2.697 -2.450 0.0000
H 1.529 -3.840 -4.362 0.0000
H 2.783 -2.529 -6.038 -0.0001
H 3.070 -0.096 -5.747 0.0000
H 2.043 1.057 -3.830 -0.0001
H 2.273 1.855 -0.947 0.0001
H 2.670 4.273 -1.330 0.0000
H 0.977 5.622 -2.525 0.0000
H -1.067 4.554 -3.398 0.0001
H -1.421 2.126 -3.114 0.0002
C -3.153 2.404 0.113 -0.0001
As -1.715 2.457 1.368 0.0063
C -0.970 4.212 1.435 -0.0013
C -2.418 2.039 3.101 0.0049
O -0.383 1.493 0.882 0.0707
H -3.810 3.242 0.351 -0.0001
H -3.708 1.475 0.218 0.0000
H -2.768 2.514 -0.899 0.0000
H -1.742 4.923 1.729 -0.0002
H -0.578 4.468 0.451 0.0000
H -0.164 4.234 2.166 0.0000
H -3.281 2.691 3.242 0.0006
H -1.685 2.252 3.876 0.0001
H -2.735 1.000 3.138 0.0000
```

No. 2
The following is a DFT calculation (ωB97M-V/def2-TZVPD) of 6 unconnected molecules or ions with the total composition C33H41B2NO2.

E_HOMO	-9.05	eV
Kohn-Sham gap	9.17	eV
SMILES	COB(O)BCCN.c1ccccc1.c1ccccc1.c1ccccc1.c1ccccc1.c1ccccc1

```
79
Properties=species:S:1:pos:R:3:mulliken_charge:R:1
C -0.322 -0.573 0.609 -0.6982
O -1.073 0.457 1.259 -0.2760
B -0.999 1.683 0.610 0.3888
O -0.141 2.642 1.111 -0.6168
B -1.969 2.052 -0.743 0.1747
C -3.522 2.102 -0.739 -0.8399
C -4.183 1.416 0.454 -0.0334
N -3.908 2.109 1.716 -0.6282
H -0.608 -0.681 -0.441 0.2845
H 0.750 -0.374 0.660 0.1489
H -0.520 -1.512 1.120 0.3163
H 0.794 2.496 0.962 0.3036
H -1.415 2.271 -1.787 -0.1750
H -3.873 3.143 -0.781 0.3191
H -3.871 1.663 -1.682 0.2582
H -3.861 0.373 0.509 0.1387
H -5.264 1.391 0.289 0.2441
H -3.314 2.918 1.567 0.2948
H -3.415 1.513 2.369 0.2845
C 0.762 -2.948 -4.893 -0.3375
C 1.061 -4.107 -4.189 -0.3593
C 1.430 -4.034 -2.853 -0.5767
C 1.500 -2.800 -2.223 -0.1993
C 1.206 -1.643 -2.929 -0.1166
C 0.835 -1.714 -4.263 -0.6629
H 0.472 -3.008 -5.934 0.3633
H 1.006 -5.068 -4.683 0.3632
H 1.662 -4.937 -2.304 0.3718
H 1.787 -2.735 -1.180 0.3694
H 1.269 -0.681 -2.434 0.4070
H 0.603 -0.810 -4.812 0.3798
C 3.503 -0.153 0.347 -0.0497
C 3.650 0.010 1.717 -0.5065
C 4.680 -0.642 2.382 -0.4567
C 5.556 -1.456 1.678 -0.4207
C 5.403 -1.623 0.308 -0.5341
C 4.376 -0.970 -0.357 -0.7044
H 2.711 0.363 -0.182 0.5570
H 2.966 0.643 2.269 0.3899
H 4.798 -0.515 3.450 0.3920
H 6.358 -1.962 2.198 0.3782
H 6.086 -2.259 -0.240 0.3919
H 4.255 -1.091 -1.426 0.5747
C -1.627 -1.605 6.457 -0.3433
C -1.204 -0.542 7.243 -0.4271
C -0.885 0.673 6.653 -0.3985
C -0.989 0.825 5.278 -0.5281
C -1.410 -0.237 4.489 0.1459
C -1.729 -1.451 5.082 -0.5540
H -1.878 -2.552 6.918 0.3622
H -1.123 -0.661 8.316 0.3546
H -0.557 1.502 7.267 0.3669
H -0.741 1.773 4.815 0.3986
H -1.484 -0.111 3.417 0.3396
H -2.060 -2.281 4.469 0.3670
C 7.157 2.228 -3.576 -0.4054
C 6.709 1.354 -2.596 -0.3751
C 6.463 1.818 -1.311 0.0832
C 6.669 3.156 -1.007 -0.6348
C 7.119 4.030 -1.986 -0.3256
C 7.363 3.566 -3.271 -0.4316
H 7.347 1.866 -4.579 0.3626
H 6.551 0.309 -2.832 0.3620
H 6.113 1.135 -0.548 0.2990
H 6.476 3.518 -0.005 0.3735
H 7.281 5.073 -1.748 0.3627
H 7.714 4.247 -4.035 0.3550
C -7.250 0.394 -2.171 -0.3655
C -8.632 0.282 -2.217 -0.3867
C -9.256 -0.828 -1.664 -0.3990
C -8.499 -1.825 -1.066 -0.3526
C -7.116 -1.713 -1.022 -0.4921
C -6.493 -0.604 -1.575 -0.1867
H -6.763 1.261 -2.598 0.3472
H -9.223 1.059 -2.683 0.3611
H -10.335 -0.915 -1.698 0.3547
H -8.986 -2.688 -0.633 0.3593
H -6.525 -2.491 -0.555 0.3618
H -5.415 -0.516 -1.539 0.3872
```

No. 3
The following is a DFT calculation (ωB97M-V/def2-TZVPD) of 3 unconnected molecules or ions with the total composition C33H41BBrF16N5O11P.

E_HOMO	-6.31	eV
Kohn-Sham gap	6.83	eV
charge	-1

```
109
Properties=species:S:1:pos:R:3:mulliken_charge:R:1
C -0.432 -3.132 7.081 -0.8791
C -1.299 -1.802 6.639 0.2023
O -0.601 -0.523 6.846 -0.3945
C -1.300 0.554 6.070 -0.6623
C -0.236 0.928 4.834 0.1128
O -0.501 -0.052 3.775 0.1218
C 0.758 -0.401 3.034 -0.3661
Br 1.423 -1.827 4.339 -0.0643
O 1.760 0.709 2.890 -0.1820
B 2.742 0.595 1.752 -0.6533
C 4.056 -0.150 2.395 -0.4297
C 4.661 0.499 3.762 0.5873
N 4.340 -0.264 5.042 -0.7013
N 6.200 0.438 3.649 -0.5852
N 4.324 1.946 4.023 -0.5599
C 2.989 1.965 0.821 1.1492
F 3.052 3.216 1.608 -0.3455
F 1.735 2.078 -0.016 -0.2381
C 4.198 1.790 -0.290 0.3492
F 4.365 0.364 -0.760 -0.2924
F 3.702 2.514 -1.522 -0.3186
C 5.607 2.523 0.103 0.5754
F 5.920 2.580 1.545 -0.1677
F 5.465 3.959 -0.345 -0.2977
C 6.935 1.947 -0.676 0.5420
F 7.495 0.696 -0.044 -0.2279
F 6.768 1.810 -2.150 -0.2314
F 8.007 2.995 -0.491 -0.2682
O 1.870 -0.180 0.795 -0.5925
C 0.655 -0.786 1.441 0.9056
C 1.079 -2.398 1.285 -0.7720
C 1.068 -2.956 -0.253 -0.8471
P -0.391 -4.195 -0.624 0.9830
O 0.245 -5.372 -1.526 -0.7760
O -1.014 -4.981 0.796 -0.4493
C -2.430 -4.674 1.041 0.2712
C -2.831 -5.106 2.607 -0.8939
O -1.630 -3.477 -1.655 -0.1670
C -2.388 -4.567 -2.355 -0.3097
C -4.000 -4.125 -2.349 -0.7182
C -0.534 -0.226 0.491 0.4797
F -0.131 0.010 -0.946 -0.2857
F -1.567 -1.327 0.409 -0.3121
C -1.341 1.106 0.939 0.6514
F -0.609 2.113 1.727 -0.2401
F -2.548 0.638 1.721 -0.3049
C -2.009 1.950 -0.344 0.4512
F -2.969 2.914 0.314 -0.2844
F -2.841 1.103 -1.228 -0.2288
F -1.019 2.806 -1.050 -0.1264
H -0.252 -3.796 6.107 0.1697
H 0.660 -2.852 7.472 0.2028
H -1.001 -3.834 7.848 0.2856
H -2.301 -1.808 7.269 0.2711
H -1.496 -1.894 5.473 -0.0432
H -1.316 1.490 6.773 0.3341
H -2.352 0.216 5.679 0.2878
H -0.550 2.010 4.475 0.1980
H 0.826 0.877 5.318 -0.0165
H 4.973 -0.258 1.639 0.1237
H 3.763 -1.278 2.655 0.1863
H 3.395 0.084 5.387 0.1639
H 4.992 0.015 5.830 0.2852
H 6.601 -0.194 4.375 0.2570
H 6.615 1.394 3.706 0.2424
H 3.364 2.061 4.469 0.1257
H 4.969 2.395 4.727 0.3195
H 2.228 -2.419 1.612 0.1191
H 0.402 -3.111 1.919 0.5040
H 1.199 -2.147 -1.088 0.3204
H 2.037 -3.650 -0.352 0.3838
H -3.175 -5.265 0.322 0.1392
H -2.722 -3.545 0.948 0.0968
H -2.061 -5.847 3.086 0.2638
H -3.955 -5.456 2.701 0.3135
H -2.758 -4.098 3.236 0.0911
H -1.986 -4.777 -3.434 0.2525
H -2.354 -5.560 -1.695 0.3179
H -4.600 -4.642 -3.236 0.3528
H -4.029 -2.948 -2.473 0.0650
H -4.497 -4.361 -1.297 0.2130
C 0.553 4.577 -3.843 -0.3999
C 0.291 5.729 -3.100 -0.4839
C -0.329 6.825 -3.704 -0.2976
C -0.687 6.754 -5.057 -0.0261
C -0.418 5.601 -5.807 -0.2212
C 0.205 4.513 -5.193 -0.5445
N -1.362 7.893 -5.691 0.9630
O -1.566 8.902 -5.000 -0.5857
O -1.693 7.779 -6.880 -0.5941
H 1.032 3.723 -3.366 0.5184
H 0.567 5.772 -2.049 0.4295
H -0.527 7.716 -3.112 0.4206
H -0.687 5.534 -6.860 0.4193
H 0.415 3.612 -5.766 0.3890
C -4.096 0.321 -7.373 -0.3864
C -5.399 0.384 -6.878 -0.4648
C -5.922 -0.685 -6.146 -0.3046
C -5.126 -1.815 -5.913 0.1086
C -3.820 -1.884 -6.416 -0.2238
C -3.309 -0.810 -7.148 -0.5292
N -5.662 -2.930 -5.123 1.0411
O -6.828 -2.839 -4.712 -0.6066
O -4.916 -3.897 -4.910 -0.6268
H -3.691 1.158 -7.938 0.3781
H -6.007 1.268 -7.058 0.3655
H -6.940 -0.620 -5.767 0.4266
H -3.193 -2.756 -6.246 0.4249
H -2.296 -0.853 -7.541 0.3762
```

No. 4
The following is a DFT calculation (ωB97M-V/def2-TZVPD) of a molecular structure, C33H41BCeF4N5P2.

multiplicity	2
E_HOMO (spin up / spin down)	-7.69 / -7.67	eV
expectation value of S²	0.75
ΔE to the lowest compared entry with this formula, charge and spin	10.9	kcal/mol
Kohn-Sham gap (spin up / spin down)	6.64 / 6.62	eV

```
87
Properties=species:S:1:pos:R:3:lowdin_spin:R:1
Ce -0.386 0.158 -0.704 1.0126
C -2.807 -2.160 2.132 -0.0002
P -1.200 -1.280 2.074 -0.0012
C -1.219 -0.499 3.743 0.0003
N -1.893 -1.081 4.702 -0.0006
C -1.733 -0.620 5.964 0.0002
C -2.445 -1.213 7.029 -0.0006
C -2.203 -0.810 8.312 0.0005
C -1.247 0.193 8.583 -0.0004
C -0.553 0.794 7.571 0.0005
C -0.796 0.409 6.235 -0.0002
N -0.176 1.053 5.216 0.0006
C -0.423 0.660 3.993 -0.0006
P 0.166 1.657 2.553 -0.0006
C 1.786 2.222 3.213 -0.0001
C -0.949 3.179 2.798 -0.0001
C -0.649 3.994 4.053 0.0000
C -2.395 2.670 2.821 0.0000
C -0.746 4.060 1.561 0.0000
C 0.075 -2.647 2.422 -0.0001
C -0.147 -3.402 3.728 -0.0001
C 0.022 -3.627 1.248 0.0000
C 1.445 -1.958 2.440 0.0001
H -2.979 -2.571 3.122 0.0000
H -2.831 -2.940 1.375 0.0000
H -3.592 -1.439 1.901 0.0000
H -3.171 -1.981 6.798 0.0000
H -2.740 -1.266 9.133 0.0000
H -1.073 0.498 9.607 0.0000
H 0.175 1.571 7.763 0.0000
H 1.695 2.501 4.260 0.0000
H 2.135 3.066 2.617 0.0000
H 2.515 1.415 3.115 0.0000
H -0.604 3.372 4.942 0.0000
H -1.441 4.734 4.194 0.0000
H 0.295 4.533 3.957 0.0000
H -2.638 2.191 3.773 0.0000
H -2.577 1.958 2.011 0.0000
H -3.083 3.506 2.681 0.0000
H 0.290 4.403 1.487 0.0000
H -1.389 4.941 1.632 0.0000
H -1.012 3.525 0.649 0.0001
H -1.162 -3.791 3.810 0.0000
H 0.051 -2.778 4.598 0.0000
H 0.540 -4.252 3.766 0.0000
H -0.927 -4.162 1.204 0.0000
H 0.817 -4.369 1.352 0.0000
H 0.174 -3.119 0.295 0.0000
H 1.510 -1.224 3.247 0.0000
H 1.636 -1.448 1.492 0.0001
H 2.237 -2.694 2.591 0.0000
N 0.431 0.636 -3.417 -0.0014
C 0.877 1.857 -4.031 0.0000
C 1.978 1.880 -4.875 -0.0001
C 2.321 3.047 -5.540 0.0000
C 1.572 4.199 -5.365 -0.0001
C 0.481 4.179 -4.508 0.0000
C 0.131 3.016 -3.842 0.0000
H 0.987 -0.136 -3.763 0.0000
H -0.524 0.474 -3.727 0.0000
H 2.562 0.978 -5.022 0.0000
H 3.181 3.060 -6.199 0.0000
H 1.847 5.111 -5.877 0.0000
H -0.106 5.075 -4.354 0.0000
H -0.733 2.993 -3.186 0.0001
N -3.187 2.397 -0.762 0.0032
C -2.232 1.741 -0.793 -0.0030
F -1.737 -1.104 -2.817 0.0000
B -1.341 -2.106 -1.931 -0.0001
F -1.563 -3.373 -2.317 0.0000
F -1.954 -1.783 -0.687 0.0004
F 0.078 -1.847 -1.692 -0.0018
C 2.107 0.516 -0.265 -0.0043
C 2.702 1.700 -0.899 -0.0003
C 2.202 2.984 -0.614 -0.0009
C 2.778 4.123 -1.128 0.0002
C 3.901 4.028 -1.951 -0.0009
C 4.406 2.763 -2.259 0.0001
C 3.814 1.629 -1.749 -0.0009
C 4.510 5.187 -2.512 -0.0001
N 5.013 6.111 -2.981 -0.0005
H 2.123 0.691 0.817 -0.0001
H 2.731 -0.362 -0.466 0.0004
H 1.327 3.066 0.025 0.0000
H 2.361 5.096 -0.902 0.0000
H 5.279 2.677 -2.894 0.0000
H 4.246 0.661 -1.977 0.0000
```

No. 5
The following is a DFT calculation (ωB97M-V/def2-TZVPD) of a molecular structure, C33H41BrIIrN4O2SSi2.

multiplicity	5
E_HOMO (spin up / spin down)	-6.72 / -7.77	eV
expectation value of S²	6.03
ΔE to the lowest compared entry with this formula, charge and spin	15.9	kcal/mol
Kohn-Sham gap (spin up / spin down)	7.11 / 6.78	eV

```
86
Properties=species:S:1:pos:R:3:lowdin_spin:R:1
Ir -0.947 -0.435 0.030 2.4019
C 1.266 -3.040 0.889 0.0070
Si 1.797 -1.448 1.765 0.0412
C 1.776 -1.814 3.618 0.0060
C 3.566 -1.063 1.190 0.0057
N 0.725 -0.113 1.398 0.2949
C 0.541 0.941 2.218 0.1016
C 1.549 1.440 3.075 0.0284
C 1.309 2.485 3.930 0.0811
C 0.040 3.092 3.968 0.0577
C -0.957 2.655 3.139 0.0474
C -0.752 1.584 2.231 0.0863
N -1.686 1.122 1.396 0.3380
Si -3.406 1.417 1.454 0.0440
C -3.795 3.137 0.773 0.0086
C -4.049 1.181 3.215 0.0072
C -4.338 0.166 0.377 0.0086
H 0.877 -3.755 1.618 0.0002
H 2.111 -3.505 0.376 0.0006
H 0.482 -2.877 0.155 0.0020
H 2.427 -2.660 3.853 0.0005
H 0.762 -2.074 3.929 0.0000
H 2.100 -0.965 4.221 0.0005
H 4.136 -1.991 1.103 0.0007
H 4.101 -0.413 1.887 0.0000
H 3.578 -0.579 0.209 0.0000
H 2.531 0.986 3.027 -0.0007
H 2.100 2.853 4.572 0.0043
H -0.142 3.916 4.645 0.0023
H -1.925 3.139 3.144 0.0007
H -3.223 3.934 1.254 0.0000
H -4.857 3.363 0.895 0.0011
H -3.571 3.165 -0.295 0.0001
H -3.584 1.862 3.930 0.0005
H -3.840 0.162 3.549 -0.0001
H -5.129 1.334 3.256 0.0008
H -4.993 0.685 -0.326 0.0007
H -4.955 -0.497 0.988 0.0001
H -3.668 -0.459 -0.215 0.0040
C -3.453 -3.524 2.254 0.0052
C -2.684 -2.977 1.069 0.0153
O -1.794 -2.155 1.330 0.0870
C -3.001 -3.453 -0.261 0.0057
C -3.948 -4.487 -0.428 0.0005
C -4.261 -5.003 -1.656 0.0051
C -3.635 -4.481 -2.798 0.0018
C -2.731 -3.461 -2.686 0.0050
C -2.371 -2.910 -1.428 0.0081
O -1.498 -1.955 -1.426 0.0822
H -3.173 -2.947 3.131 0.0000
H -3.190 -4.570 2.421 -0.0002
H -4.529 -3.454 2.096 0.0016
H -4.437 -4.893 0.447 -0.0001
H -4.985 -5.801 -1.749 0.0003
H -3.877 -4.881 -3.775 0.0001
H -2.244 -3.031 -3.553 0.0002
Br 2.571 0.994 -4.641 0.0007
C 3.640 -0.336 -3.824 0.0024
C 4.998 -0.322 -4.105 -0.0002
C 5.825 -1.283 -3.551 0.0022
C 5.290 -2.258 -2.722 -0.0002
C 3.932 -2.270 -2.457 0.0026
C 3.084 -1.308 -2.999 0.0060
I 1.030 -1.451 -2.528 0.0407
H 5.397 0.440 -4.761 0.0000
H 6.884 -1.276 -3.772 0.0002
H 5.930 -3.008 -2.278 -0.0001
H 3.508 -3.034 -1.818 0.0001
N -0.724 2.883 -3.519 0.0064
C -0.708 2.191 -2.364 0.0142
S -1.974 1.123 -2.026 0.1132
N 0.279 2.398 -1.477 0.0026
C 1.395 3.252 -1.495 0.0004
C 2.486 2.875 -0.713 0.0001
C 3.627 3.655 -0.689 0.0000
C 3.699 4.819 -1.443 0.0001
C 2.598 5.217 -2.185 0.0001
C 1.443 4.450 -2.205 0.0002
H -1.402 2.571 -4.193 0.0026
H 0.137 3.260 -3.880 0.0010
H 0.230 1.759 -0.687 0.0031
H 2.422 1.972 -0.114 0.0000
H 4.468 3.356 -0.077 0.0000
H 4.595 5.425 -1.432 0.0000
H 2.624 6.141 -2.748 0.0000
H 0.568 4.818 -2.722 0.0000
```